# C32H83F3N7O9Sr

A molecular structure, C32H83F3N7O9Sr in a non-equilibrium geometry (ωB97M-V with the def2-TZVPD basis set, the Open Molecules 2025 dataset).

As for the LUMO energy: -6.012 eV. For the HOMO energy, the calculation gives -0.3365 hartree. For the energy relative to the best compared isomer or geometry (same formula, charge and spin), the calculation gives 239.5 kcal per mole. For the energy, the calculation gives -2659.1330 a.u. The gap between HOMO and LUMO comes out at 3.144 eV.

```
! wB97M-V def2-TZVPD RIJCOSX def2/J DEFGRID3
* xyz 1 1
Sr 1.28762 -2.93749 4.87765
C -0.96955 0.50033 1.34387
O -0.21539 -0.12026 0.32318
O -0.68410 -0.19587 2.54177
C -0.84286 2.11450 1.39692
F 0.44738 2.37543 1.34706
F -1.44883 2.87784 0.39250
F -1.16287 2.72974 2.48676
C -0.78541 -0.04527 -1.04670
C 0.15444 -0.78174 -1.93036
H -0.18008 -0.72640 -2.96628
H 1.22122 -0.57709 -1.83987
H 0.11660 -1.82765 -1.62581
H -1.03332 0.96584 -1.36963
H -1.72455 -0.58777 -1.15542
H -2.03517 0.43967 1.12280
C 4.74876 -7.46418 -1.46161
C 4.73578 -5.84456 -1.62805
C 5.37854 -5.45950 -2.99323
O 5.31858 -4.09102 -3.11434
C 5.78719 -3.60859 -4.30783
N 3.37369 -5.46800 -1.40692
H 4.26385 -7.97434 -2.29390
H 4.46210 -7.86023 -0.48741
H 5.77528 -7.82879 -1.49906
H 5.32545 -5.33961 -0.86294
H 4.82754 -6.00525 -3.75918
H 6.38757 -5.87117 -2.97122
H 6.81397 -3.78582 -4.62783
H 5.71329 -2.52113 -4.29986
H 5.27208 -3.81035 -5.24701
H 3.05609 -4.98274 -2.23382
H 2.86059 -6.33521 -1.33776
C -7.67155 2.34099 -6.31248
C -7.43313 1.20733 -5.27687
C -6.68889 1.74557 -3.97865
O -5.54845 2.47842 -4.39411
C -4.87432 3.17093 -3.33908
N -8.79017 0.67837 -4.96583
H -8.14263 1.80573 -7.13692
H -6.83452 2.92800 -6.69050
H -8.48393 2.99243 -5.99037
H -6.77447 0.43683 -5.67761
H -6.42062 0.90131 -3.34355
H -7.40694 2.46544 -3.58585
H -3.85333 3.45029 -3.59916
H -4.82072 2.40323 -2.56716
H -5.55882 3.96094 -3.03014
H -9.35827 1.41043 -4.56401
H -9.23769 0.54351 -5.86117
C -7.23356 -3.71518 5.53735
C -6.01774 -3.08859 4.75717
C -6.52496 -2.24352 3.50233
O -7.10671 -3.09120 2.57691
C -7.64971 -2.42494 1.36153
N -5.24250 -2.12097 5.53537
H -7.99286 -2.97016 5.77505
H -6.90957 -4.23278 6.44024
H -7.62330 -4.43063 4.81323
H -5.43550 -3.92593 4.37252
H -5.68775 -1.68452 3.08439
H -7.19447 -1.47419 3.88703
H -6.95826 -1.71362 0.90984
H -8.55055 -1.84743 1.56904
H -7.85989 -3.19498 0.61926
H -4.30945 -1.85447 5.25519
H -5.80841 -1.30468 5.71843
C 3.14303 8.98432 4.42864
C 2.21459 7.76448 4.35813
C 1.58008 7.68258 2.98019
O 2.61934 7.78412 2.03914
C 2.11242 7.99332 0.76340
N 2.92663 6.64691 4.86686
H 4.11087 8.78804 3.96726
H 3.42855 9.28496 5.43670
H 2.73109 9.90126 4.00719
H 1.34221 7.91939 4.99300
H 0.82119 8.43992 2.78373
H 1.09395 6.72219 2.80859
H 1.94633 9.04132 0.51400
H 1.23145 7.42348 0.46798
H 2.75989 7.71076 -0.06669
H 3.59078 6.41025 4.14369
H 2.24340 5.91266 4.74782
C 5.10437 -0.75492 1.05887
C 4.45119 -1.12273 2.32847
C 4.21691 0.05536 3.29149
O 3.51039 -0.22656 4.55640
C 3.87086 0.69655 5.50077
N 3.20262 -1.88941 2.14208
H 5.48812 -1.67898 0.62649
H 5.99406 -0.14256 1.20567
H 4.43485 -0.39360 0.27830
H 5.13495 -1.71356 2.93797
H 3.44003 0.65154 2.81280
H 5.17511 0.55844 3.42135
H 3.49684 1.69609 5.27912
H 4.95239 0.65864 5.63103
H 3.48134 0.47480 6.49435
H 3.50909 -2.48219 1.38394
H 2.65386 -1.17191 1.69024
C 5.89142 5.24585 -3.57648
C 5.39667 3.92492 -3.99588
C 3.96714 3.80136 -4.48907
O 2.89314 4.16065 -3.59832
C 2.87563 3.52094 -2.40035
N 6.25934 3.41684 -4.98083
H 5.75611 6.02763 -4.32387
H 6.85581 5.20909 -3.06982
H 5.28896 5.44242 -2.68962
H 5.50174 3.35703 -3.07146
H 3.69430 2.80102 -4.82519
H 3.84265 4.49554 -5.32016
H 1.82207 3.50866 -2.12116
H 3.50705 4.01361 -1.66098
H 3.14716 2.46965 -2.49613
H 7.02370 3.06952 -4.41938
H 6.65741 4.27282 -5.33994
C -1.55705 -6.83875 2.72446
C -1.41986 -6.04969 1.49764
C -2.70597 -5.77523 0.70286
O -2.39184 -5.11214 -0.52972
C -3.33727 -4.82145 -1.57754
N -0.67924 -4.84991 1.84660
H -0.65508 -7.03461 3.30430
H -2.04640 -7.79575 2.54342
H -2.20728 -6.36392 3.45921
H -0.80394 -6.69294 0.86917
H -3.36341 -5.17823 1.33489
H -3.24455 -6.70440 0.51660
H -3.79047 -3.85390 -1.36181
H -4.19209 -5.48319 -1.71711
H -2.99286 -4.57071 -2.58085
H -1.28070 -4.09346 1.55312
H 0.03308 -4.69948 1.14655
*
```



# C32H85F3N5O15Zr

A molecular structure, C32H85F3N5O15Zr in a non-equilibrium geometry (ωB97M-V with the def2-TZVPD basis set, the Open Molecules 2025 dataset).

As for the LUMO energy (spin up / spin down): -9.024 / -10.167 eV. For the HOMO energy (spin up / spin down), the calculation gives -0.4478 / -0.4478 hartree. For the energy, the calculation gives -3018.2531 a.u. The expectation value of S² is 0.754. The gap between HOMO and LUMO (spin up / spin down) comes out at 3.162 / 2.019 eV.

```
! wB97M-V def2-TZVPD RIJCOSX def2/J DEFGRID3
* xyz 2 2
Zr 0.12820 -12.22227 15.84454
C -3.00558 -10.92338 17.03415
O -1.87116 -11.63242 16.52948
H -3.04738 -9.87659 16.73319
H -3.89419 -11.50122 16.78005
H -3.02286 -10.88860 18.12346
C -0.86491 -12.76654 12.41523
O -0.44397 -12.31120 13.70542
H -1.13715 -13.82088 12.46365
H -1.67213 -12.18963 11.96394
H -0.03589 -12.63221 11.72040
C -1.19762 -15.39015 16.04475
O -2.23582 -14.55424 15.52036
O -0.15660 -14.47040 16.16134
C -1.58043 -16.33144 17.23520
F -1.87408 -15.68365 18.33787
F -2.54831 -17.19313 16.99100
F -0.51131 -17.08595 17.57595
C -3.17327 -14.93839 14.57438
C -4.10476 -13.73650 14.39688
H -4.93338 -14.02329 13.74939
H -4.40071 -13.42014 15.39710
H -3.56791 -12.86097 14.03173
H -3.77027 -15.80687 14.85268
H -2.71018 -15.27623 13.64728
H -0.98625 -16.05846 15.21002
C 0.92173 -19.87529 16.41996
C -0.17281 -20.09292 15.41297
C -1.48124 -20.76271 16.01104
O -1.25248 -22.13768 16.33553
C -2.33575 -22.87909 16.85905
N -0.57229 -18.82647 14.77099
H 1.04763 -20.79843 16.98569
H 0.69884 -19.07765 17.12861
H 1.92759 -19.69911 16.03877
H 0.20434 -20.65380 14.55783
H -2.27625 -20.72894 15.26611
H -1.76622 -20.19497 16.89679
H -2.97228 -23.26856 16.06454
H -2.91284 -22.33240 17.60484
H -1.99619 -23.81484 17.30308
H 0.25615 -18.25253 14.70483
H -1.14423 -18.30610 15.42077
C -8.45410 -13.07281 19.99291
C -7.60605 -12.09492 19.21126
C -6.33924 -12.76954 18.60962
O -5.69707 -13.36407 19.70590
C -4.35991 -13.79410 19.31315
N -8.47213 -11.67629 18.11859
H -8.85801 -13.94327 19.47592
H -9.27387 -12.60988 20.54224
H -7.86883 -13.51087 20.80140
H -7.39741 -11.17723 19.76118
H -5.72155 -11.98021 18.18123
H -6.54077 -13.51955 17.84479
H -4.44196 -14.54174 18.52423
H -4.06257 -14.35089 20.20179
H -3.66112 -13.00681 19.03036
H -8.59633 -12.48738 17.52969
H -8.02913 -10.92364 17.61127
C -11.05923 -13.34833 13.09337
C -10.49763 -14.77048 13.63022
C -8.98201 -15.02074 13.81939
O -8.26295 -14.79408 12.59508
C -7.10076 -15.67448 12.49948
N -11.22588 -15.12816 14.80844
H -10.91856 -12.45700 13.70479
H -12.14316 -13.44850 13.03714
H -10.61691 -13.25157 12.10186
H -10.74861 -15.48241 12.84393
H -8.85014 -16.06465 14.10390
H -8.64866 -14.50744 14.72134
H -7.45203 -16.67570 12.24997
H -6.56355 -15.79795 13.43984
H -6.50818 -15.33117 11.65150
H -10.86702 -16.02228 15.11154
H -10.95405 -14.55630 15.59532
C 0.69755 -17.99356 11.01889
C 0.53485 -16.60097 11.54092
C 1.50846 -16.15402 12.65850
O 1.41678 -16.96376 13.85971
C 2.48898 -16.58570 14.67796
N 0.64746 -15.57913 10.46115
H 0.67970 -18.67882 11.86635
H 1.67097 -18.04439 10.53106
H -0.22254 -18.13113 10.45089
H -0.42165 -16.52675 12.05834
H 1.45759 -15.08960 12.88770
H 2.49003 -16.32591 12.21684
H 2.59307 -17.29265 15.50106
H 2.25663 -15.57364 15.00939
H 3.44130 -16.51288 14.15271
H 0.05810 -15.80471 9.67256
H 0.23208 -14.80580 10.96066
C -2.78545 -9.22114 12.06329
C -4.30625 -9.25200 11.75316
C -4.98872 -10.64050 12.13246
O -6.39387 -10.49729 11.95855
C -7.03991 -11.68833 12.26705
N -4.95284 -8.15645 12.43062
H -2.60082 -9.44442 13.11408
H -2.41770 -8.19791 11.98686
H -2.24594 -10.01354 11.54450
H -4.43562 -9.15303 10.67540
H -4.73733 -10.81632 13.17839
H -4.50715 -11.37575 11.48779
H -8.08650 -11.50649 12.02274
H -7.01694 -11.97495 13.31844
H -6.71309 -12.45635 11.56603
H -5.91056 -8.47571 12.40002
H -4.59870 -8.28868 13.36721
C -3.31467 -18.91240 19.33166
C -3.79726 -18.31119 20.66692
O -5.18833 -18.53411 20.87894
O -3.41208 -20.30860 19.31895
H -2.29821 -18.54485 19.19093
H -3.94092 -18.56940 18.50809
H -3.56014 -17.24736 20.67910
H -3.23387 -18.77966 21.47391
H -5.37251 -19.47487 20.82748
H -2.78633 -20.67234 19.94962
C -6.42044 -16.69640 16.41625
C -7.02630 -17.13980 17.79751
O -8.18316 -17.87298 17.36475
O -5.90556 -17.83446 15.70318
H -5.52585 -16.08127 16.51335
H -7.11218 -16.03465 15.89503
H -7.39739 -16.26760 18.33570
H -6.31070 -17.79666 18.29205
H -7.92737 -18.51609 16.69949
H -5.70923 -18.53758 16.32662
C -3.43726 -14.25804 10.10829
C -2.61137 -15.53620 9.98915
O -1.63050 -15.68239 8.91030
O -4.27158 -14.11721 8.99914
H -2.81774 -13.36435 10.03345
H -4.03578 -14.27035 11.01918
H -3.22522 -16.43364 10.06586
H -2.00580 -15.65522 10.88761
H -2.19536 -16.03990 8.22131
H -3.73850 -13.66237 8.34297
*
```



# C32H85NO34P8S

10 unconnected molecules or ions with the total composition C32H85NO34P8S in a non-equilibrium geometry (ωB97M-V with the def2-TZVPD basis set, the Open Molecules 2025 dataset).

As for the LUMO energy: -0.106 eV. As for the structure (SMILES): COP(=O)(OC)OC.COP(=O)(OC)OC.COP(=O)(OC)OC.COP(=O)(OC)OC.COP(=O)(OC)OC.COP(=O)(OC)OC.COP(=O)(OC)OC.COP(=O)(OC)OC.O=S1(=O)CCCC1.c1cc[nH]c1. For the HOMO energy, the calculation gives -0.3127 hartree. For the energy, the calculation gives -7012.8504 a.u. The gap between HOMO and LUMO comes out at 8.403 eV.

```
! wB97M-V def2-TZVPD RIJCOSX def2/J DEFGRID3
* xyz 0 1
C -10.62717 14.95646 -9.25174
O -10.85374 16.32260 -8.91797
P -9.86797 17.28537 -8.15641
O -10.24551 18.69910 -8.18102
O -9.87949 16.66214 -6.69448
C -9.49021 17.43075 -5.48688
O -8.39377 16.90681 -8.64452
C -8.13922 16.71784 -10.05622
H -10.72557 14.88543 -10.33644
H -11.30250 14.28178 -8.73472
H -9.60520 14.62053 -9.04520
H -10.34887 17.65822 -4.85957
H -8.95417 18.33608 -5.76687
H -8.85261 16.68872 -4.99791
H -8.95978 17.07349 -10.68046
H -7.91512 15.66428 -10.20452
H -7.27268 17.31832 -10.33819
C -15.63645 10.87698 -7.83803
O -14.75772 11.20027 -6.74624
P -13.57342 12.20400 -7.03181
O -13.01824 12.18637 -8.37163
O -14.14828 13.62943 -6.65603
C -14.32065 13.98943 -5.29653
O -12.51599 11.91527 -5.89131
C -12.18856 10.57498 -5.63295
H -15.83442 9.81252 -7.82784
H -15.34510 11.18884 -8.83673
H -16.52802 11.44156 -7.56085
H -15.32553 14.40786 -5.23540
H -13.59912 14.74532 -4.99932
H -14.30418 13.17928 -4.56673
H -12.76549 9.84692 -6.22455
H -12.61994 10.29318 -4.66459
H -11.17465 10.19098 -5.67412
C -12.11245 15.49980 2.47050
O -10.72796 15.10811 2.46554
P -10.04912 14.95862 3.86636
O -10.45296 13.86272 4.73621
O -10.34607 16.37077 4.54244
C -9.75979 16.64753 5.78822
O -8.50297 14.95651 3.52778
C -7.95264 16.12641 2.94569
H -12.50128 15.44209 3.48488
H -12.63165 14.78408 1.84720
H -12.17812 16.51646 2.10275
H -9.48100 15.72152 6.30163
H -10.44562 17.11315 6.50118
H -8.90782 17.32132 5.69502
H -8.64106 16.97762 2.87968
H -7.39753 16.05962 2.01101
H -7.19775 16.59440 3.60643
C -0.01223 11.64411 -1.37525
O -1.40356 11.49057 -1.52426
P -2.00404 11.05306 -2.94913
O -2.23084 9.61676 -3.01629
O -1.02662 11.61380 -4.03822
C -0.80788 13.03421 -4.29234
O -3.28880 11.95002 -3.08051
C -4.47494 11.56483 -2.43425
H 0.48130 10.84112 -0.84369
H 0.11226 12.57068 -0.78846
H 0.52617 11.96131 -2.26820
H -0.99017 13.19153 -5.34460
H 0.25484 13.16137 -4.06476
H -1.33586 13.76052 -3.68030
H -4.95536 12.44228 -1.98832
H -4.34013 10.89994 -1.57374
H -5.19377 11.10863 -3.11322
C -8.18247 13.51459 -0.24345
O -8.77331 14.81636 -0.54835
P -9.62358 15.02580 -1.84837
O -9.05175 14.49303 -3.08631
O -10.99834 14.35373 -1.38536
C -12.00822 14.09409 -2.33477
O -9.99290 16.54243 -1.83309
C -10.43630 17.17755 -0.59012
H -7.54915 13.72288 0.62227
H -7.49685 13.19940 -1.02966
H -8.98676 12.83556 0.03265
H -11.78554 14.22894 -3.39089
H -13.03503 14.19284 -1.97991
H -12.08442 12.97629 -2.36193
H -10.75524 18.16627 -0.90141
H -9.56845 17.29669 0.05700
H -11.18688 16.50086 -0.19012
C -8.24787 20.19426 -0.14210
O -8.55596 19.98488 -1.49095
P -9.03256 21.14825 -2.43121
O -10.40805 21.51511 -2.15675
O -7.96851 22.30118 -2.19972
C -8.30228 23.63093 -2.62867
O -8.79329 20.59924 -3.88144
C -7.57610 20.74276 -4.63740
H -7.18125 20.32332 0.02594
H -8.65201 19.34995 0.40121
H -8.71968 21.11276 0.21378
H -7.60740 23.86135 -3.43430
H -8.29435 24.30587 -1.77840
H -9.31460 23.70059 -3.04016
H -6.93679 21.53513 -4.24601
H -7.84742 20.92173 -5.67423
H -6.95308 19.84274 -4.59256
C -10.06223 8.85960 0.76174
O -11.06230 9.04481 -0.22571
P -11.18310 10.30661 -1.15063
O -12.33371 10.18759 -2.03982
O -11.16628 11.50625 -0.11252
C -12.35840 12.05546 0.39735
O -9.72876 10.38545 -1.74877
C -9.41390 11.30969 -2.78594
H -9.03228 8.78143 0.42044
H -10.26659 7.99992 1.39793
H -10.07305 9.73012 1.43606
H -13.23762 11.75910 -0.18059
H -12.37903 13.14407 0.44162
H -12.49492 11.72447 1.43122
H -10.09829 12.13062 -3.00487
H -9.25558 10.79812 -3.73302
H -8.50381 11.78811 -2.43769
C -6.29491 14.81289 -4.43586
O -4.86685 14.58234 -4.62693
P -4.08443 15.44389 -5.67119
O -2.67661 15.10619 -5.78153
O -4.93117 15.27595 -6.97256
C -4.54498 15.78757 -8.24793
O -4.36631 16.92948 -5.20419
C -3.43388 17.58943 -4.28565
H -6.84731 13.91760 -4.73636
H -6.71830 15.61243 -5.04113
H -6.43116 14.92613 -3.36236
H -3.65257 16.42000 -8.28176
H -5.39335 16.31274 -8.67669
H -4.24957 14.94297 -8.87909
H -4.07700 18.15654 -3.60312
H -2.96792 18.41327 -4.83460
H -2.78683 16.89100 -3.77599
O -5.50161 18.23843 -1.34790
S -5.24118 17.10972 -0.50179
O -6.27572 16.19010 -0.07012
C -3.87335 16.13020 -1.11125
C -3.20079 15.53683 0.12323
C -3.25020 16.57025 1.25964
C -4.32818 17.60592 0.99989
H -3.23113 16.95299 -1.45790
H -4.10832 15.42857 -1.90102
H -3.77427 14.65667 0.42757
H -2.20910 15.19948 -0.13624
H -2.25278 17.01018 1.36169
H -3.31838 16.09175 2.24229
H -3.76956 18.49513 0.69323
H -5.11528 17.90240 1.68634
C -6.87948 10.62236 0.95012
C -6.52262 9.25072 0.76677
C -5.96127 8.84290 1.95791
N -5.81146 9.94889 2.74594
C -6.34374 11.05697 2.13820
H -7.25582 11.23134 0.14081
H -6.73705 8.73876 -0.15372
H -5.64317 7.87495 2.29691
H -5.25956 9.97024 3.58121
H -6.33764 12.02772 2.60065
*
```